{
  "formula": "C4H9CoO3",
  "method": "ωB97M-V with the def2-TZVPD basis set",
  "elements": ["O", "C", "C", "C", "C", "O", "H", "H", "H", "H", "H", "H", "H", "H", "Co", "O", "H"],
  "positions_angstrom": [[-1.441584, -0.929984, 0.088066], [-0.115685, -0.598442, -0.305064], [0.236807, 0.808968, 0.137644], [1.534438, 1.311631, -0.499356], [2.768632, 0.596447, -0.025549], [3.663230, 0.222778, -0.749133], [-1.980491, -0.673601, 1.113143], [-0.035872, -0.689990, -1.399540], [0.568803, -1.332362, 0.147724], [0.318042, 0.837306, 1.235392], [-0.569559, 1.500102, -0.152339], [1.493240, 1.276704, -1.596671], [2.851176, 0.465604, 1.078977], [1.676867, 2.366106, -0.206749], [-2.782580, -1.744120, -0.732747], [-3.803894, -1.396292, 0.713114], [-4.381572, -2.020855, 1.153088]],
  "atomic_forces_ev_per_a": [[0.29, 2.16, 4.17], [0.81, 0.14, 0.53], [-0.01, -0.04, 0.47], [-0.73, 0.44, -0.95], [0.91, -0.06, -0.32], [-0.98, 0.34, 0.90], [1.99, -0.96, -3.67], [-0.31, -0.04, 0.29], [-0.12, 0.09, -0.15], [-0.10, 0.09, -0.25], [0.34, -0.09, 0.00], [0.14, 0.03, 0.26], [0.37, -0.21, -0.09], [0.31, -0.18, 0.06], [-3.25, -1.67, -1.10], [0.62, 0.08, -0.30], [-0.31, -0.13, 0.15]],
  "mulliken_spin": [0.05, 0.01, 0.00, 0.12, -0.01, 0.79, 0.01, 0.01, 0.00, 0.00, 0.01, 0.01, 0.09, -0.01, 2.72, 0.21, 0.00],
  "multiplicity": 5,
  "total_charge": 2,
  "largest_force_ev_per_a": 4.71,
  "homo_lumo_gap_ha": [0.3286, 0.1873]
}



{
  "formula": "C4H9FN",
  "method": "ωB97M-V with the def2-TZVPD basis set",
  "elements": ["C", "C", "C", "C", "N", "F", "H", "H", "H", "H", "H", "H", "H", "H", "H"],
  "positions_angstrom": [[1.368721, -1.096486, 2.566670], [0.390201, -0.965988, 1.699151], [-0.483102, -0.108738, -2.137342], [0.022868, 1.349342, -0.100132], [-0.865023, 0.884767, -1.061532], [-0.725733, -1.532618, 1.344166], [0.994644, -1.797861, 3.435335], [2.158681, -0.483784, 2.691684], [0.477037, 0.253104, -2.769000], [-0.044136, -0.928057, -1.457223], [-1.325401, -0.426238, -2.683754], [-0.120731, 1.197451, 0.949064], [1.007936, 1.511038, -0.353349], [-1.139883, 1.681049, -1.557590], [-1.716078, 0.463019, -0.566149]],
  "atomic_forces_ev_per_a": [[-5.28, -3.55, 1.52], [1.60, 1.29, -1.05], [5.25, -0.95, 1.76], [1.01, -0.48, 2.32], [-2.72, -2.11, -0.11], [-0.14, -0.49, 0.59], [1.30, 1.05, -1.44], [2.48, 1.80, 0.11], [-2.68, -0.46, 1.35], [-0.82, 0.63, -1.58], [-0.88, -0.11, -0.69], [-0.84, 0.13, 0.22], [1.86, 0.49, -1.07], [-1.31, 1.84, -1.03], [1.18, 0.93, -0.91]],
  "mulliken_charge": [-0.60, 0.28, -0.78, -0.75, -0.07, -0.19, 0.22, 0.33, 0.32, 0.32, 0.36, 0.42, 0.38, 0.34, 0.41],
  "total_charge": 1,
  "largest_force_ev_per_a": 6.54,
  "e_above_lowest_kj_mol": 639.25,
  "homo_lumo_gap_ha": [0.2837, 0.3632]
}



{
  "formula": "C4H9FN2O",
  "method": "ωB97M-V with the def2-TZVPD basis set",
  "elements": ["C", "N", "N", "C", "C", "F", "O", "C", "H", "H", "H", "H", "H", "H", "H", "H", "H"],
  "positions_angstrom": [[2.478805, -0.240773, -0.429535], [1.385040, -0.382850, 0.583244], [0.271915, 0.474017, 0.298107], [-0.812620, -0.173232, 0.174446], [-0.940296, -1.724194, 0.068617], [-2.278073, -1.986879, -0.062886], [-1.983254, 0.457095, -0.030638], [-1.789929, 1.867074, -0.058364], [3.440408, -0.664636, -0.063632], [2.044046, -0.759043, -1.256431], [2.590549, 0.801164, -0.845012], [1.693548, -0.019898, 1.557676], [-0.376505, -2.095736, -0.834641], [-0.469734, -2.177105, 0.977911], [-0.976867, 2.085702, -0.770202], [-1.537185, 2.198914, 0.989140], [-2.739843, 2.340377, -0.297803]],
  "atomic_forces_ev_per_a": [[-0.96, 1.13, 0.43], [1.41, 0.53, 2.37], [0.06, 0.18, 0.08], [-0.11, -1.24, -0.84], [1.05, 1.05, 0.20], [0.03, -0.71, 0.13], [0.77, -0.18, 0.05], [0.02, 0.71, 1.08], [-0.88, 0.24, -0.32], [0.45, -0.81, -0.82], [0.16, -0.62, 0.91], [-0.28, -0.78, -2.32], [-0.64, 0.42, 0.86], [-0.75, 0.16, -0.74], [-0.50, 0.33, 0.43], [0.15, -0.14, -1.17], [0.02, -0.26, -0.34]],
  "mulliken_charge": [-0.74, -0.43, -0.47, 0.63, -0.05, -0.28, -0.34, -0.65, 0.29, 0.26, 0.29, 0.25, 0.17, 0.25, 0.30, 0.26, 0.25],
  "total_charge": 0,
  "largest_force_ev_per_a": 2.80,
  "e_above_lowest_kj_mol": 151.14,
  "homo_lumo_gap_ha": 0.3521
}



- Number 1 is which compound?
  C4H9CoO3